84
Properties=species:S:1:pos:R:3:forces:R:3:mulliken_charge:R:1 method="wB97M-V/def2-TZVPD" e_lumo_ev=0.111 max_force_ev_per_a=2.64 smiles="O=C1OC[C@@H](F)O1.O=C1OC[C@@H](F)O1.O=C1OC[C@@H](F)O1.O=C1OC[C@@H](F)O1.C[N+](=O)[O-].C[N+](=O)[O-].O=S1(=O)CCCC1.O=S1(=O)CCCC1" total_charge=0 orbital_gap_ha=0.37502
S 4.48514 0.70439 0.86103 -1.2199 -0.6612 -0.3125 1.06
S -5.49611 3.85752 -0.87162 -0.1516 0.0910 -0.2407 1.10
F -3.12087 -4.23436 -3.69695 -0.0088 0.0565 0.1996 -0.32
F 1.03826 -0.36345 2.50031 -0.5136 0.4610 0.7340 -0.28
F 1.50051 -4.21948 -1.44173 -0.3945 0.0055 0.4629 -0.29
F 0.01837 2.67871 -5.11152 0.1428 -0.1512 -0.0719 -0.28
O -3.00938 -4.95824 -0.54316 -0.6110 -0.1394 0.0994 -0.33
O -5.26091 -2.31270 2.48937 -0.0519 0.0559 -0.3320 -0.57
O -1.93584 -3.57100 -1.88370 0.3567 -0.4043 -0.9371 -0.27
O 4.22340 -3.56006 3.96272 0.0675 0.0362 0.3409 -0.57
O -0.02371 1.74056 -0.78959 -0.1748 -0.0794 0.0087 -0.37
O 5.37963 -1.76919 3.67363 0.0773 0.0022 0.4615 -0.54
O 3.49209 -0.26713 1.30507 0.4402 0.2843 -0.3025 -0.43
O 1.04891 -0.20235 -0.35920 -0.3039 0.5859 -1.8044 -0.29
O 1.81064 2.86495 -2.73206 1.0081 -0.4763 0.6866 -0.07
O 5.67210 0.20742 0.20241 -0.2804 0.5306 0.1978 -0.76
O 0.71793 4.40100 -3.86615 0.4607 0.0384 -0.9389 -0.36
O -0.27228 -5.83115 0.42884 -0.1072 -0.4459 -0.0036 -0.35
O -6.32802 4.80489 -0.14421 0.4739 -0.7470 -0.3958 -0.65
O -2.70356 -2.80146 0.05981 0.2778 -0.3546 0.3186 -0.44
O -0.50042 0.47940 1.02847 -0.5198 0.0023 0.8719 -0.28
O -6.08804 2.71432 -1.54940 0.2984 0.4901 0.8279 -0.66
O 1.40384 -4.42318 0.83640 0.5880 -0.4525 -0.2645 -0.17
O -0.51384 -4.27269 2.02771 0.5205 -0.5071 0.1843 -0.45
O -3.60649 -1.95562 3.79694 0.5004 -0.0012 0.1739 -0.58
O 0.90801 4.62870 -1.65295 0.2445 0.2250 0.5391 -0.48
N 4.40642 -2.36569 4.08953 -0.1314 0.0852 -0.5919 0.96
N -4.30450 -1.66452 2.85240 -0.5644 -0.0567 0.4621 1.03
C -2.24748 -4.64687 -2.72629 -0.1006 -0.7412 0.2230 0.37
C 1.16065 4.03304 -2.63819 -0.8613 -0.4054 -0.2068 0.54
C -2.82180 3.58470 -0.72090 -0.1574 0.1821 -0.3067 -0.09
C -2.56470 -3.71628 -0.68699 -0.4254 0.8009 -0.0137 0.66
C -4.50471 4.72671 -2.10288 0.0672 0.0365 -0.8163 -0.68
C 4.82761 1.74604 2.28992 0.9147 -0.6238 -0.3147 -0.59
C 4.25866 3.11666 1.94797 -0.4863 -0.0325 -0.1746 -0.80
C -3.11098 4.87624 -1.52802 0.0302 -0.2672 0.8300 -0.76
C 0.05402 -0.68265 1.62723 0.5113 -1.2073 -2.2920 0.52
C 1.73858 -5.06922 -0.36240 0.4508 0.3857 -0.5859 0.38
C -3.98269 -0.41410 2.12373 -0.2235 0.2700 0.0428 -0.78
C 0.72920 -1.33063 0.39591 0.5453 -0.8509 1.4194 -0.02
C 3.05412 2.90116 0.98615 0.3674 -0.3674 0.3720 -0.39
C -4.06836 3.39881 0.17883 0.8675 0.5572 -0.5791 -0.46
C 0.14109 0.76257 -0.13989 0.6419 -0.2691 0.6152 0.49
C 0.15451 -4.84915 1.23513 -0.7333 1.5855 -0.5291 0.56
C 0.81276 -6.23606 -0.39258 -0.0087 -0.4158 -0.0675 -0.54
C -2.91266 -5.66658 -1.78152 0.2129 0.0407 0.3013 -0.39
C 1.11971 3.43619 -4.81955 -0.0830 0.1056 0.3771 0.18
C 3.26066 -1.53046 4.59995 0.8205 -0.2065 -0.7216 -0.39
C 2.19853 2.62657 -4.06731 -1.2704 1.1994 -1.1145 -0.47
C 3.62162 2.00061 -0.11583 0.7182 0.2312 0.4437 -0.58
H 2.47227 -2.23600 4.82482 -0.2409 0.3054 0.0349 0.35
H 1.66813 -1.82622 0.63606 -0.0612 0.1770 0.3224 0.11
H -2.60477 2.74031 -1.37574 -0.3350 -0.0901 -0.0444 0.19
H 4.41516 2.53368 -0.64573 0.0298 -0.0520 -0.0573 0.40
H -0.69731 -1.35437 2.03670 -0.1539 0.5440 0.5415 0.34
H 2.93067 1.59891 -0.84957 -0.1194 -0.2874 0.2770 0.21
H -4.11488 2.43592 0.67125 -0.4389 -0.1819 -0.1764 0.08
H 2.70245 3.87128 0.64413 -0.1372 -0.1365 -0.2975 0.34
H 1.28643 -7.10101 0.07623 -0.0475 -0.1246 -0.3338 0.37
H 3.11949 -0.90081 3.71897 -0.6896 0.0105 0.2235 -0.10
H 3.58539 -0.91117 5.42901 0.0925 -0.1942 0.1329 0.26
H 2.23540 2.37465 1.48034 -0.0691 0.1194 0.0871 0.19
H 0.11330 -2.08744 -0.09804 -0.3420 0.5807 -0.3212 -0.35
H -3.58052 0.30851 2.82733 0.3883 -0.2740 0.0323 0.32
H -1.92265 3.70135 -0.11803 -0.0562 0.0410 0.1080 0.14
H 2.12771 1.58934 -4.37485 0.2410 -0.1562 0.4311 0.33
H 5.90219 1.59950 2.42323 0.0721 0.7207 -0.0331 0.48
H 4.94357 3.73524 1.36669 0.3903 -0.0970 0.2961 0.28
H 2.77837 -5.35743 -0.52781 0.0795 0.2848 0.9395 0.29
H 3.98635 3.65604 2.85269 -0.0549 0.0607 -0.0359 0.42
H -3.27988 -0.72033 1.35289 -0.0403 0.2984 -0.1192 0.24
H -1.38384 -5.06908 -3.24711 0.1318 0.5057 0.1735 0.18
H 1.45616 3.91533 -5.73803 -0.0992 0.0814 0.0958 0.31
H -2.33686 -6.56816 -1.57588 0.2464 0.1094 -0.2503 0.24
H -4.98582 5.64529 -2.43673 -0.1075 0.1321 0.5493 0.45
H -2.36672 5.08610 -2.29219 0.0345 -0.0356 0.0083 0.26
H -4.90708 0.00621 1.73854 0.0130 -0.3398 -0.3511 0.35
H -3.10525 5.68335 -0.79090 0.0773 0.2277 -0.2059 0.34
H -4.47704 4.11503 -3.00678 -0.0512 -0.3759 0.2525 0.35
H -3.89600 -5.97679 -2.13066 -0.0834 0.2753 0.0085 0.32
H 3.14885 3.11060 -4.29507 0.2742 -0.4129 0.1956 0.34
H 0.50508 -6.40339 -1.42288 -0.2372 -0.3160 0.1768 0.28
H -3.97531 4.19088 0.92162 -0.4651 -0.0685 0.1788 0.41
H 4.39732 1.23776 3.15065 -0.4622 0.1874 -0.1146 0.18

=====

77
Properties=species:S:1:pos:R:3:forces:R:3:mulliken_charge:R:1 method="wB97M-V/def2-TZVPD" e_lumo_ev=-3.167 max_force_ev_per_a=1.43 total_charge=+1 relative_energy_kcal_mol=29.6 orbital_gap_ha=0.25598
Pt -0.25510 0.80391 -0.50306 0.2915 1.0069 0.3607 2.71
Br -1.04612 7.94960 0.65664 0.0046 -0.0371 -0.0186 -0.20
Br 1.92620 3.76725 3.03605 0.0129 0.1581 0.0253 -0.16
Ge -0.30058 -0.71028 1.46530 -0.1154 -0.1449 -0.0966 -0.09
Ge 2.08690 0.06592 -0.62819 0.2723 -0.2399 -0.0309 -0.16
S -0.68919 -1.14236 -1.95622 0.7462 0.2154 0.6672 -0.44
O 0.60799 2.14184 0.85438 -0.6068 -0.6663 -0.7645 -1.20
N -1.16376 2.90204 -0.95500 -0.7532 -0.6244 -1.0453 -0.47
N -1.58525 -2.14988 -4.23011 -0.0631 -0.2402 -0.0489 -0.14
N -3.10364 -0.93837 -3.25403 -0.1723 -0.2434 -0.1340 -0.02
C 4.71864 0.91845 0.14159 -0.1819 0.0140 -0.0989 -1.27
C 2.48315 -3.92875 2.23286 0.0197 0.0141 -0.0265 -0.50
C -2.00969 5.52598 -1.25096 -0.0018 -0.0767 -0.0067 -0.77
C -2.52543 2.10838 -2.78160 0.0164 0.1604 -0.0642 -0.89
C -0.69046 3.86664 -0.13922 0.1024 -0.0442 0.0850 0.61
C 1.60067 -5.17051 4.09699 -0.0192 0.0270 -0.0080 -0.48
C 2.21971 -1.53428 0.46133 0.0327 -0.0224 -0.1031 -0.85
C -1.09153 5.21196 -0.22889 -0.0685 0.0583 -0.0655 0.56
C 1.29240 -1.88165 1.35542 -0.2282 -0.0021 0.1098 0.75
C 2.57751 -4.97996 3.12660 0.0072 -0.0236 -0.0050 -0.79
C -3.82898 -1.50337 -4.39732 -0.0068 0.0248 -0.0114 -0.57
C 1.41105 -3.03359 2.28605 0.0227 -0.0446 0.0125 0.63
C 3.56459 -1.45804 -2.60218 -0.0789 0.0854 0.0090 -1.30
C -0.64173 -0.08400 4.36134 0.0107 0.0387 -0.1715 -1.18
C -2.10299 -1.47657 1.11310 0.1503 -0.1475 0.2117 -0.27
C 0.33600 5.69987 1.65038 -0.0425 -0.0410 -0.0378 -0.50
C -2.46484 4.53822 -2.08031 -0.0164 0.0511 -0.0121 -1.08
C -2.02902 3.21026 -1.90521 0.0858 0.2809 0.1666 0.87
C 2.54839 -0.31120 -2.51150 0.0349 -0.0465 0.0201 -0.25
C -1.85403 -1.39643 -3.16828 -0.2216 0.8074 0.0584 -0.10
C 0.23775 3.40884 0.81946 0.1744 -0.0057 0.2565 -0.39
C 0.52957 -4.29547 4.16389 -0.0139 -0.0108 0.0130 -1.50
C -0.34348 0.53400 2.99033 0.0431 -0.2310 0.0651 0.00
C 3.28161 1.45199 0.07211 0.0367 -0.0871 0.0394 -0.24
C -0.54852 6.12672 0.70265 0.0302 0.0823 0.0527 -0.08
C -2.73225 -2.30919 -5.12455 -0.0332 -0.0487 0.0158 -0.51
C -2.65967 -2.49399 2.11654 -0.0188 0.1093 -0.0661 -1.26
C 0.71970 4.34774 1.70650 0.1653 -0.1885 0.1337 -0.09
C 0.44395 -3.24107 3.26661 0.0548 0.0546 -0.0731 0.17
H -0.69486 -2.59591 -4.36845 0.0502 0.0838 0.0499 0.21
H -0.39169 -2.55685 3.33929 -0.0251 -0.0478 0.0545 0.43
H 3.22117 2.32867 -0.57574 -0.0355 0.0151 0.0115 0.45
H -1.10111 1.27933 2.73811 0.0348 0.0457 -0.0025 0.40
H 5.08226 0.61538 -0.84210 0.0804 0.0120 0.0354 0.30
H -4.64638 -2.13906 -4.06043 0.0063 -0.0014 0.0319 0.30
H 2.95955 0.60015 -2.95113 -0.0125 0.0340 0.0577 0.39
H -2.81105 1.26709 -2.15749 0.0273 0.0765 0.0291 -0.23
H 1.65343 -0.57214 -3.06953 -0.0002 0.0754 -0.0280 0.29
H -1.73127 1.78001 -3.45550 -0.0206 -0.0652 0.0105 0.29
H -0.65533 0.70188 5.11754 -0.0223 -0.0272 0.0255 0.43
H 0.12091 -0.80733 4.64848 -0.0156 0.0107 0.0517 0.31
H 2.93287 1.74839 1.05734 -0.0016 0.0055 -0.0072 0.16
H -2.51237 -1.90295 -6.11020 0.0456 0.0373 0.0163 0.30
H -2.66118 -2.11234 3.13774 -0.0094 -0.0445 0.0094 0.23
H -3.37709 2.43109 -3.37810 -0.0067 -0.0290 0.0075 0.42
H -2.06468 -1.93004 0.12602 -0.0410 0.0288 -0.0146 0.26
H 4.78316 0.05837 0.81066 0.0542 -0.0011 -0.0135 0.31
H -0.24007 -4.43246 4.91246 0.0050 0.0216 0.0051 0.40
H 3.12692 -2.12748 0.35846 0.0074 0.0227 0.0727 0.51
H -4.23922 -0.71121 -5.02011 0.0037 0.0034 -0.0117 0.32
H 3.25860 -3.80488 1.48840 -0.0091 -0.0181 0.0039 0.38
H -2.76716 -0.60789 1.05681 0.0236 0.0191 -0.0399 0.28
H -3.69218 -2.73856 1.86068 -0.0006 -0.0119 0.0186 0.43
H 3.14143 -2.38810 -2.21902 0.0226 -0.0032 0.0035 0.31
H -1.61332 -0.58002 4.38003 0.0158 -0.0115 0.0724 0.26
H 1.67682 -5.99312 4.79544 0.0058 -0.0026 -0.0103 0.41
H -2.99737 -3.35856 -5.23739 -0.0017 -0.0114 0.0235 0.31
H 0.61567 1.04634 3.00704 -0.0256 0.0390 -0.0172 0.10
H -2.08567 -3.41922 2.09475 -0.0160 -0.0057 0.0435 0.34
H 0.74325 6.40195 2.36401 0.0342 -0.0502 0.0263 0.46
H 3.85773 -1.62627 -3.63959 0.0287 -0.0134 0.0112 0.42
H 4.47030 -1.24150 -2.03426 0.0170 -0.0641 -0.0139 0.27
H 5.38929 1.68904 0.52259 0.0287 -0.0230 -0.0058 0.41
H 3.41866 -5.65835 3.06783 -0.0007 0.0050 -0.0040 0.41
H -3.57450 -0.49764 -2.48586 0.0764 -0.0574 0.0797 0.37
H -3.16594 4.76729 -2.87114 -0.0047 -0.0208 0.0103 0.39
H -2.34911 6.54624 -1.36711 0.0088 0.0020 -0.0067 0.40

=====

Table of M (g/mol), in record order: 786.63, 976.82